(1)
C18H23N5O2S | ωB97M-V with the def2-TZVPD basis set

Structure (ORCA input):
```
! RIJCOSX wB97M-V def2-TZVPD def2/J DEFGRID3
* xyz 0 1
C 3.5564 -2.3094 2.2790
C 2.4955 -1.2627 2.2145
N 1.2963 -1.6460 1.8394
C 0.3360 -0.7405 1.8362
N -0.9490 -0.8647 1.5572
C -1.4552 0.3598 1.7801
N -0.5696 1.2663 2.1664
N 0.5753 0.5871 2.2095
C 1.7996 1.0211 2.5612
C 2.7904 0.0728 2.5675
H 3.7940 0.3448 2.8509
C 1.9504 2.4553 2.9187
H 1.3081 2.6884 3.7671
H 1.6169 3.0761 2.0885
H 2.9818 2.6889 3.1644
C -2.9089 0.6506 1.6414
N -3.5337 -0.0995 0.5820
S -3.3628 0.5572 -0.9444
O -4.1605 -0.2448 -1.8226
O -3.6510 1.9563 -0.8225
C -1.6453 0.3659 -1.4173
C -1.2850 -0.7367 -2.1657
C 0.0143 -0.8533 -2.6226
C 0.9652 0.1169 -2.3169
C 0.5860 1.1979 -1.5270
C -0.7208 1.3365 -1.0898
H -1.0371 2.1968 -0.5206
H 1.3147 1.9570 -1.2782
C 2.3535 0.0388 -2.8872
H 2.2829 0.1695 -3.9712
H 2.9533 0.8632 -2.4949
C 3.0819 -1.2821 -2.6018
C 3.2114 -1.5063 -1.0995
H 3.7574 -0.6839 -0.6399
H 2.2306 -1.5734 -0.6352
H 3.7479 -2.4307 -0.9002
C 4.4574 -1.2691 -3.2644
H 4.3674 -1.1260 -4.3389
H 5.0675 -0.4631 -2.8613
H 4.9734 -2.2098 -3.0871
H 2.5031 -2.1077 -3.0262
H 0.2867 -1.6955 -3.2400
H -2.0410 -1.4656 -2.4104
H -3.2935 -1.0802 0.5971
H -3.0623 1.7085 1.4213
H -3.4106 0.4128 2.5873
H 4.4519 -1.9821 1.7563
H 3.8217 -2.4964 3.3189
H 3.1850 -3.2288 1.8387
*
```

Results
LUMO   0.010 Ha
HOMO energy   -9.32 eV
SMILES   Cc1cc(C)n2nc(CNS(=O)(=O)c3ccc(CC(C)C)cc3)nc2n1
ΔE to the lowest compared entry with this formula, charge and spin   76.02 kJ/mol
Frontier orbital gap   9.586 eV

(2)
C18H23N5O4 | ωB97M-V with the def2-TZVPD basis set

Structure (ORCA input):
```
! RIJCOSX wB97M-V def2-TZVPD def2/J DEFGRID3
* xyz 0 1
C 3.3733 2.6315 -1.6001
H 3.1459 3.6989 -1.6853
O 2.5342 1.9950 -0.6675
C 1.1943 1.9087 -0.9387
C 0.6029 2.5329 -2.0289
C -0.7575 2.4377 -2.2580
C -1.5490 1.7164 -1.3904
C -0.9863 1.0849 -0.2878
C 0.3927 1.1549 -0.0579
O 0.8292 0.4741 1.0417
C 2.1866 0.1293 1.2060
H 2.5920 -0.3539 0.3142
H 2.1988 -0.5809 2.0334
H 2.7979 0.9971 1.4590
C -1.8550 0.1972 0.5947
N -1.3983 -1.1536 0.3905
C -0.7538 -1.9179 1.2833
N -0.2665 -3.0011 0.7117
C -0.6256 -2.8436 -0.5871
N -1.3048 -1.7401 -0.8190
C -0.2309 -3.7660 -1.6811
H -0.1846 -4.7853 -1.2986
H -0.9865 -3.7088 -2.4661
C 1.1396 -3.3741 -2.2597
H 1.2849 -3.9126 -3.1973
H 1.9281 -3.6666 -1.5647
C 1.2689 -1.8638 -2.5139
O 0.2166 -1.3171 -3.2606
H -0.5813 -1.3564 -2.7092
H 1.3582 -1.3437 -1.5481
H 2.1812 -1.6712 -3.0865
N -0.7017 -1.5312 2.5810
C -1.2493 -0.3301 2.9783
C -1.8163 0.5163 2.0848
C -2.4652 1.7759 2.5061
O -2.7686 2.0507 3.6559
N -2.7913 2.6377 1.5035
H -2.3615 2.5936 0.5958
H -3.1774 3.5198 1.7996
C -1.1217 -0.1060 4.4487
H -0.0694 -0.1303 4.7308
H -1.5556 0.8469 4.7288
H -1.6406 -0.8981 4.9873
H -0.2353 -2.1257 3.2462
H -2.8913 0.2663 0.2301
H -2.6086 1.6174 -1.5749
H -1.1897 2.9211 -3.1194
H 1.2074 3.1010 -2.7161
H 4.3826 2.5115 -1.2085
H 3.3083 2.1615 -2.5860
*
```

Results
LUMO   0.024 Ha
HOMO energy   -8.25 eV
SMILES   COc1cccc([C@@H]2C(C(N)=O)=C(C)Nc3nc(CCCO)nn32)c1OC
ΔE to the lowest compared entry with this formula, charge and spin   234.97 kJ/mol
Frontier orbital gap   8.893 eV

(3)
C18H24BCoF6NO6S5 | ωB97M-V with the def2-TZVPD basis set

Structure (ORCA input):
```
! RIJCOSX wB97M-V def2-TZVPD def2/J DEFGRID3
* xyz 1 1
Co -1.5380 0.9032 1.2638
C -4.6284 2.0105 0.8475
C -3.7985 2.9594 0.0129
S -2.1801 2.2361 -0.4336
C -1.0978 3.6652 -0.1219
C -1.0646 4.0849 1.3313
S -0.7106 2.6480 2.3946
C -1.9454 2.8075 3.7178
C -3.4111 2.7639 3.3109
S -3.7700 1.3139 2.2738
H -4.9198 1.1303 0.2710
H -5.5456 2.4963 1.1803
H -3.6220 3.8948 0.5398
H -4.3068 3.1939 -0.9221
H -1.4077 4.4872 -0.7679
H -0.1175 3.3300 -0.4504
H -1.9973 4.5380 1.6627
H -0.2763 4.8237 1.4740
H -1.7191 3.7228 4.2673
H -1.7017 1.9709 4.3763
H -3.7152 3.6727 2.7912
H -4.0164 2.6940 4.2141
F -3.0627 -3.8107 2.7056
C -3.3669 -2.6447 2.1650
F -3.3748 -1.7105 3.1196
F -4.5660 -2.7043 1.6064
S -2.1087 -2.1999 0.8775
O -2.3726 -0.7672 0.6363
O -2.3442 -3.0596 -0.2200
N -0.7429 -2.4933 1.5905
S 0.1345 -1.4715 2.3745
O 1.4918 -1.4143 1.9626
O -0.5407 -0.1627 2.5596
C 0.1411 -2.1300 4.1019
F -1.0831 -2.0522 4.6132
F 0.5399 -3.3871 4.0842
F 0.9705 -1.3980 4.8287
C 3.9943 -3.4891 -2.8117
C 3.7757 -2.1967 -3.6113
C 2.8679 -2.4855 -4.8150
C 5.1309 -1.7192 -4.1333
C 3.1014 -1.1596 -2.7135
C 3.6784 0.0816 -2.4402
C 3.0763 1.0360 -1.6191
C 1.8646 0.6910 -1.0804
O 1.0325 1.4208 -0.2277
B -0.0304 0.5762 0.0168
O 0.0635 -0.6046 -0.6695
C 1.2770 -0.5311 -1.3415
C 1.8585 -1.4743 -2.1464
H 4.5077 -4.2272 -3.4301
H 3.0517 -3.9301 -2.4852
H 4.6041 -3.3015 -1.9264
H 3.3370 -3.2241 -5.4672
H 2.6929 -1.5791 -5.3973
H 1.8999 -2.8827 -4.5069
H 5.5694 -2.4980 -4.7579
H 5.8306 -1.5165 -3.3204
H 5.0374 -0.8205 -4.7457
H 4.6372 0.3270 -2.8716
H 3.5477 1.9874 -1.4164
H 1.3683 -2.4219 -2.3210
*
```

Results
LUMO   -0.137 Ha
HOMO energy   -11.08 eV
Frontier orbital gap   7.364 eV

(4)
C18H24Br33Cl2NO3S | ωB97M-V with the def2-TZVPD basis set

Structure (ORCA input):
```
! RIJCOSX wB97M-V def2-TZVPD def2/J DEFGRID3
* xyz 0 1
C -2.3538 2.9278 2.2005
C -3.0641 1.5603 2.0024
Cl -3.5914 1.4876 0.2419
C -2.1707 0.3270 2.2404
Cl -3.3012 -1.1223 2.2995
C -1.3918 0.3224 3.5840
C -2.1683 0.8996 4.7944
C -1.1575 0.9236 6.0011
S 0.0868 2.1981 5.5991
O 1.3771 2.0225 6.2904
O -0.5198 3.4961 5.9927
O 0.1968 2.2399 3.9611
C 0.0107 0.9678 3.3545
N 1.0549 0.0161 3.7450
H -2.6731 3.3617 3.1582
H -1.2660 2.8949 2.0834
H -2.7336 3.5992 1.4204
H -3.9914 1.4830 2.5760
H -1.5009 0.1148 1.3967
H -1.2049 -0.7365 3.8232
H -2.4927 1.9404 4.6684
H -3.0145 0.2473 5.0452
H -0.6369 -0.0402 6.0634
H -1.6398 1.2391 6.9286
H 0.1322 1.1353 2.2706
H 1.9235 0.3090 3.3142
H 0.8298 -0.8411 3.2339
C 4.3099 2.5561 5.2856
Br 5.5160 1.4658 6.3334
Br 4.9294 4.3833 5.1577
Br 4.0051 1.7924 3.5358
H 3.3545 2.5709 5.7993
C -1.1265 5.5532 -2.2403
Br -2.6474 6.1980 -1.2324
Br 0.4257 5.2815 -1.1201
Br -1.5559 3.9655 -3.2574
H -0.8700 6.3282 -2.9514
C -0.6326 -4.2495 1.3193
Br -2.1997 -4.8318 2.2889
Br -1.0323 -3.8664 -0.5313
Br 0.2376 -2.7471 2.1804
H 0.0693 -5.0711 1.3323
C 3.0942 0.1318 -0.4110
Br 1.4029 1.0245 -0.7131
Br 4.5328 1.4015 -0.1656
Br 3.0061 -1.1357 1.0517
H 3.3148 -0.4394 -1.3031
C -1.3533 -8.3313 -0.8455
Br -0.9062 -9.3316 -2.4402
Br 0.1958 -7.4215 -0.1238
Br -2.8309 -7.1236 -1.1469
H -1.6759 -9.0472 -0.1015
C 8.2859 3.1981 3.0248
Br 9.6029 1.8167 2.7132
Br 9.1083 4.8734 3.5292
Br 7.1024 3.4127 1.5107
H 7.6768 2.8769 3.8612
C 3.4842 6.0159 -3.7428
Br 3.2578 7.6310 -2.7045
Br 3.3643 4.4435 -2.6279
Br 2.2380 5.9359 -5.2200
H 4.4797 6.0402 -4.1648
C 0.9555 10.9634 -2.5066
Br 1.3078 11.0494 -4.4061
Br 0.4088 12.6780 -1.7998
Br -0.3207 9.5749 -2.0793
H 1.8863 10.7011 -2.0215
C -2.8274 -7.2947 -5.6599
Br -4.4317 -7.8189 -4.7156
Br -3.1848 -6.9118 -7.5207
Br -1.9258 -5.8197 -4.7906
H -2.1526 -8.1404 -5.6321
C -2.0586 -3.2241 -9.6934
Br -3.4897 -2.6511 -8.5262
Br -0.4360 -3.5924 -8.7078
Br -2.5876 -4.7314 -10.7836
H -1.8456 -2.4036 -10.3651
C -4.8806 -12.2133 -4.1050
Br -4.4270 -13.2382 -5.6812
Br -3.3368 -11.3095 -3.3666
Br -6.3282 -10.9777 -4.4492
H -5.2285 -12.9145 -3.3584
*
```

Results
LUMO   -0.020 Ha
HOMO energy   -10.07 eV
Frontier orbital gap   9.526 eV

(5)
C18H24BrCrN3O5S | ωB97M-V with the def2-TZVPD basis set

Structure (ORCA input):
```
! RIJCOSX wB97M-V def2-TZVPD def2/J DEFGRID3
* xyz 0 5
Cr 1.2919 -0.7996 -0.2690
N 3.3878 -1.2929 -0.2385
C 3.9177 -2.0550 0.9108
C 2.7926 -1.9322 2.0102
N 1.4766 -2.1241 1.4155
C 1.2500 -3.5420 1.1429
C 0.8318 -3.8645 -0.3351
N 0.2887 -2.5918 -0.8703
H 3.6550 -1.6913 -1.1371
H 3.8402 -0.3998 -0.1860
H 4.8342 -1.6248 1.2895
H 4.2355 -3.0723 0.6056
H 2.8219 -0.9432 2.5928
H 2.9568 -2.6804 2.7899
H 0.7171 -1.7636 1.9685
H 0.3967 -3.9551 1.7804
H 2.1381 -4.1438 1.4305
H 0.0432 -4.6787 -0.2898
H 1.6540 -4.1668 -0.9354
H -0.5647 -2.3837 -0.3439
H 0.0420 -2.5338 -1.8276
C -6.8928 0.0440 -2.1124
C -5.5373 -0.0114 -1.5452
C -4.8594 -1.2392 -1.5140
C -3.6539 -1.3646 -0.8663
C -3.1103 -0.2331 -0.2710
C -3.6698 1.0240 -0.4348
C -4.8944 1.1442 -1.0157
S -1.5618 -0.2554 0.6347
O -1.5326 0.8693 1.5699
O -1.4050 -1.5832 1.1975
O -0.5779 -0.0563 -0.4941
H -7.1378 1.0153 -2.5306
H -7.6320 -0.1500 -1.2732
H -7.0339 -0.7462 -2.8831
H -5.2666 -2.1176 -1.9825
H -3.1691 -2.3177 -0.9129
H -3.0823 1.9739 -0.2186
H -5.4112 2.0990 -1.2309
Br 5.2200 3.0335 1.5441
C 3.6223 3.7720 0.7262
C 3.6284 5.1079 0.2552
C 2.5351 5.6607 -0.3869
C 1.3498 4.9308 -0.4289
C 1.2144 3.6739 0.1252
C 2.3714 3.1288 0.7414
C 2.2199 1.6626 1.0720
O 2.0229 1.0637 -0.0562
O 2.2781 1.2422 2.2299
H 4.5970 5.6464 0.2720
H 2.5977 6.6546 -0.8746
H 0.4983 5.4024 -0.9929
H 0.2654 3.1650 0.1527
*
```

Results
LUMO (alpha / beta)   -0.003 / -0.007 Ha
HOMO energy (alpha / beta)   -7.36 / -8.49 eV
ΔE to the lowest compared entry with this formula, charge and spin   84.50 kJ/mol
Frontier orbital gap (alpha / beta)   7.276 / 8.291 eV

(6)
C18H24ClF6N4O8 | ωB97M-V with the def2-TZVPD basis set

Structure (ORCA input):
```
! RIJCOSX wB97M-V def2-TZVPD def2/J DEFGRID3
* xyz 1 1
O 3.0790 0.7635 1.1284
C 2.0325 0.4900 1.6449
O 1.1082 1.4211 1.9743
C 1.6026 -0.9055 2.0342
C 1.9058 -1.9523 0.9549
C 0.8874 -2.0307 -0.2024
N 0.2053 -0.7688 -0.4915
C -1.2130 -0.5101 -0.0928
C -1.9848 -1.7011 0.4572
C -1.7181 -2.0633 1.9070
F -1.6513 -0.9029 2.6758
C 0.8098 0.2494 -1.0958
N 0.1653 1.4402 -1.2534
C 1.0245 2.2140 -1.8549
Cl 0.7533 3.8162 -2.3005
N 2.1728 1.6132 -2.0921
N 2.0594 0.3217 -1.6254
C 3.2369 -0.5382 -1.7626
C 3.8810 -0.4689 -3.1494
C 2.9129 -0.5929 -4.3200
F 3.4200 -1.3414 -5.3035
F 1.7383 -1.1545 -3.9405
F 2.6098 0.6195 -4.8379
H 1.0262 2.0985 1.2886
H 2.1727 -1.1887 2.9243
H 0.5578 -0.8601 2.3343
H 1.9330 -2.9250 1.4503
H 2.9157 -1.7840 0.5814
H 0.1400 -2.7827 0.0222
H 1.3550 -2.3827 -1.1227
H -1.2221 0.3230 0.6107
H -1.7347 -0.1722 -0.9886
H -1.8541 -2.5876 -0.1698
H -3.0395 -1.4355 0.3548
H -2.5260 -2.6799 2.3030
H -0.7842 -2.6128 2.0509
H 2.9902 2.0063 -2.5315
H 3.9667 -0.2186 -1.0148
H 2.9753 -1.5623 -1.5456
H 4.4479 0.4558 -3.2729
H 4.6022 -1.2830 -3.2225
C -2.7825 3.1928 -5.1761
C -2.1211 4.4688 -4.6923
O -3.2189 5.2420 -4.2741
C -4.2334 4.3937 -3.9221
O -5.1945 4.7025 -3.3136
O -3.9503 3.1390 -4.3607
F -1.4497 5.1116 -5.6758
H -3.0639 3.2883 -6.2260
H -2.1837 2.2979 -5.0313
H -1.4426 4.3394 -3.8446
C -1.1366 -1.0775 6.9440
C -1.4707 -2.1533 5.9291
O -2.2311 -3.0607 6.6857
C -2.8239 -2.3728 7.7125
O -3.6997 -2.7879 8.3834
O -2.2573 -1.1456 7.8223
F -0.3633 -2.7794 5.4445
H -0.2263 -1.3390 7.4869
H -1.0475 -0.0810 6.5219
H -2.0628 -1.8056 5.0804
*
```

Results
LUMO   -0.117 Ha
HOMO energy   -13.10 eV
Frontier orbital gap   9.920 eV

(7)
C18H24ClNO3 | ωB97M-V with the def2-TZVPD basis set

Structure (ORCA input):
```
! RIJCOSX wB97M-V def2-TZVPD def2/J DEFGRID3
* xyz 0 1
C 4.1267 -3.5783 3.8396
C 4.8004 -2.8218 2.7003
C 3.9233 -2.6969 1.4528
H 3.5933 -3.6924 1.1502
H 4.5278 -2.2773 0.6461
C 2.7106 -1.8002 1.6866
C 1.8465 -1.5575 0.4846
C 2.0708 -2.1306 -0.7197
C 1.2341 -1.8898 -1.8733
O 1.3932 -2.3707 -2.9684
O 0.1712 -1.0392 -1.7013
C -0.0892 -0.4458 -0.5142
C -1.2014 0.4002 -0.4689
C -1.5282 1.0421 0.7272
C -0.7262 0.8090 1.8595
C 0.3626 -0.0249 1.8099
C 0.7128 -0.6701 0.6176
H 0.9441 -0.1732 2.7036
Cl -1.1462 1.6011 3.3333
O -2.5719 1.8669 0.8322
H -2.9003 2.0396 -0.0933
C -2.0653 0.5752 -1.6963
N -2.6050 1.9295 -1.7945
C -1.5726 2.8980 -2.1578
C -1.8904 4.2836 -1.6069
H -1.9816 4.2453 -0.5244
H -2.8191 4.6718 -2.0172
H -1.0898 4.9718 -1.8644
H -1.4408 2.9435 -3.2494
H -0.6297 2.5573 -1.7227
C -3.7863 1.9930 -2.6485
C -5.0460 1.6091 -1.8790
H -4.9971 0.5837 -1.5212
H -5.1782 2.2663 -1.0229
H -5.9144 1.7013 -2.5260
H -3.6702 1.3452 -3.5307
H -3.8949 3.0187 -3.0042
H -1.4850 0.3014 -2.5888
H -2.9054 -0.1229 -1.6255
H 2.8912 -2.8045 -0.8977
H 2.0802 -2.2404 2.4633
H 3.0572 -0.8312 2.0576
H 5.7161 -3.3489 2.4239
H 5.0866 -1.8250 3.0440
H 4.8280 -3.7269 4.6572
H 3.7870 -4.5542 3.4996
H 3.2715 -3.0312 4.2281
*
```

Results
LUMO   0.008 Ha
HOMO energy   -8.26 eV
SMILES   CCCCc1cc(=O)oc2c(CN(CC)CC)c(O)c(Cl)cc12
ΔE to the lowest compared entry with this formula, charge and spin   0.00 kJ/mol
Frontier orbital gap   8.483 eV

(8)
C18H24ClNOS | ωB97M-V with the def2-TZVPD basis set

Structure (ORCA input):
```
! RIJCOSX wB97M-V def2-TZVPD def2/J DEFGRID3
* xyz 0 1
O 0.0091 0.7073 -0.9309
C -0.0734 0.6141 0.2766
N -0.6276 -0.4438 0.9066
H -0.5742 -0.4863 1.9122
C -0.9124 -1.6858 0.2262
H -1.8356 -2.1092 0.6286
H -1.0513 -1.4412 -0.8279
C 0.2516 -2.6801 0.3864
C 1.4988 -2.0789 -0.1859
C 2.4383 -1.4898 0.5440
C 3.5896 -0.8507 -0.1631
C 4.1727 -1.8299 -1.1917
C 3.0844 -2.4647 -2.0742
C 1.6656 -2.0321 -1.6742
H 1.4951 -1.0042 -2.0074
H 0.9345 -2.6704 -2.1723
H 3.1466 -3.5517 -1.9962
H 3.2460 -2.2044 -3.1212
H 4.9045 -1.3053 -1.8077
H 4.7043 -2.6137 -0.6489
H 4.3668 -0.5416 0.5371
H 3.2316 0.0405 -0.6896
H 2.4074 -1.4714 1.6243
H 0.3902 -2.9025 1.4472
H -0.0046 -3.6056 -0.1318
C 0.4452 1.6881 1.2269
C 0.6371 3.0258 0.5224
H 1.5153 3.5496 0.8965
H 0.7389 2.8670 -0.5522
S -0.7294 4.1973 0.7908
C -1.9915 3.5706 -0.3700
C -2.6853 2.3301 0.0977
C -3.0598 2.1803 1.4272
C -3.6897 1.0291 1.8612
C -3.9584 0.0224 0.9492
C -3.6159 0.1615 -0.3851
C -2.9761 1.3133 -0.8031
H -2.6886 1.4155 -1.8382
H -3.8388 -0.6268 -1.0865
Cl -4.7232 -1.4365 1.4875
H -3.9700 0.9126 2.8965
H -2.8429 2.9723 2.1295
H -1.5044 3.4097 -1.3314
H -2.7016 4.3954 -0.4618
H 1.4099 1.3304 1.5981
H -0.2286 1.7934 2.0785
*
```

Results
LUMO   0.024 Ha
HOMO energy   -8.56 eV
SMILES   O=C(CCSCc1ccc(Cl)cc1)NCCC1=CCCCC1
ΔE to the lowest compared entry with this formula, charge and spin   11.67 kJ/mol
Frontier orbital gap   9.223 eV

(9)
C18H24FeN2S2 | ωB97M-V with the def2-TZVPD basis set

Structure (ORCA input):
```
! RIJCOSX wB97M-V def2-TZVPD def2/J DEFGRID3
* xyz -2 5
C 2.9189 3.5813 -5.8390
N 2.5669 2.8910 -4.6523
C 3.1958 3.4075 -3.4757
C 2.9486 2.4970 -2.3002
N 1.5023 2.1091 -2.2686
C 1.0386 1.5340 -1.1064
S 2.0078 1.3432 0.2375
S -0.0615 0.1983 -0.8703
C 0.8414 1.7304 -3.5139
C 1.1667 2.7501 -4.5886
H 2.4587 3.0842 -6.7050
H 2.5860 4.6384 -5.8459
H 4.0015 3.5563 -5.9418
H 4.2810 3.4357 -3.6118
H 2.7902 4.3772 -3.2195
H 3.6858 1.6444 -2.3509
H 3.1218 3.0034 -1.3475
H 1.0408 0.6834 -3.8712
H -0.2293 1.8172 -3.2584
H 0.5952 3.6401 -4.2836
H 0.7082 2.3005 -5.4856
C 0.1255 -0.4675 0.7324
C -0.6388 -1.7755 0.6122
C -1.8009 -2.3093 1.4242
C -1.9026 -3.6940 1.9241
C -3.1653 -3.7716 2.6197
C -3.7803 -2.4570 2.5659
C -2.9299 -1.5697 1.8262
Fe -2.0131 -2.3543 3.3980
C -0.7011 -1.1206 4.1543
C -0.3322 -2.5188 4.3967
C -1.4262 -3.1482 5.1222
C -2.4615 -2.1549 5.3344
C -2.0286 -0.9009 4.7372
H 1.2274 -0.6025 0.8133
H -1.2132 -1.4046 -0.2793
H -0.4103 0.2031 1.3788
H -0.2891 -2.6071 0.0688
H -1.1956 -4.5166 1.7668
H -3.6600 -4.6399 3.0415
H -4.7659 -2.1490 2.8841
H -3.0691 -0.5309 1.5861
H -0.0566 -0.3610 3.7142
H 0.6268 -2.9829 4.1446
H -1.4137 -4.1653 5.5392
H -3.3569 -2.2891 5.9635
H -2.5340 0.0656 4.8296
*
```

Results
LUMO (alpha / beta)   0.167 / 0.165 Ha
HOMO energy (alpha / beta)   1.70 / -0.31 eV
Frontier orbital gap (alpha / beta)   2.831 / 4.811 eV